No. 1
Entry from the OMol25 dataset: a single C6H9N molecule (ωB97M-V/def2-TZVPD).

Summary:
- ΔE to the lowest compared entry with this formula, charge and spin (kcal per mole) = 87.2
- SMILES string = C1=C[C@@H]2C[C@@H]2NC1
- gap between HOMO and LUMO (eV) = 9.172
- multiplicity = 1
- electronic energy (a.u.) = -288.64313

Cartesian coordinates (Å):
C: -1.526 -0.735 -0.107
C: -0.584 -1.375 0.696
C: 0.849 -0.685 0.697
C: 1.067 0.777 1.000
C: 1.319 0.161 -0.376
N: 0.303 0.392 -1.344
C: -1.172 0.393 -0.847
H: -2.603 -1.055 -0.101
H: -0.862 -2.378 1.290
H: 1.624 -1.314 1.405
H: 0.228 1.422 1.215
H: 1.976 1.210 1.562
H: 2.227 -0.001 -0.926
H: 0.481 1.187 -1.893
H: -1.840 0.536 -1.808
H: -1.488 1.464 -0.464

***

No. 2
Entry from the OMol25 dataset: 7 unconnected molecules or ions with the total composition C34H83Cl4N5 (ωB97M-V/def2-TZVPD).

Summary:
- ΔE to the lowest compared entry with this formula, charge and spin (kcal per mole) = 113.9
- SMILES string = CCN(CC)CC.CCN(CC)CC.CCN(CC)CC.CCN(CC)CC.CCN(CC)CC.ClCCCl.ClCCCl
- gap between HOMO and LUMO (eV) = 8.518
- multiplicity = 1
- electronic energy (a.u.) = -3458.84101

Cartesian coordinates (Å):
C: -1.229 -6.638 3.333
C: -0.066 -6.509 4.348
N: 0.501 -5.104 4.330
C: 1.033 -4.626 5.503
C: 1.824 -5.368 6.344
C: 1.443 -4.992 3.217
C: 1.400 -3.563 2.590
H: -1.607 -7.641 3.633
H: -0.847 -7.037 2.223
H: -1.751 -5.726 3.364
H: 0.712 -7.381 4.438
H: -0.588 -6.806 5.383
H: 0.113 -4.404 6.092
H: 1.242 -3.503 5.463
H: 1.865 -6.357 6.498
H: 1.393 -5.271 7.185
H: 2.997 -5.246 6.286
H: 1.075 -5.558 2.649
H: 2.499 -5.573 3.516
H: 1.778 -3.586 1.630
H: 1.927 -2.751 3.112
H: 0.480 -3.200 2.777
C: 3.393 0.168 3.538
C: 2.461 1.114 4.190
N: 0.931 0.648 4.065
C: 0.541 -0.470 4.926
C: 1.068 -0.473 6.172
C: 0.076 1.695 4.469
C: -0.154 2.626 3.212
H: 4.322 0.549 3.277
H: 3.200 0.040 2.323
H: 3.531 -0.720 4.150
H: 2.698 1.980 3.586
H: 2.679 1.310 5.342
H: 1.116 -1.131 4.252
H: -0.449 -0.914 4.715
H: 1.947 -0.098 6.549
H: 0.853 -1.352 6.723
H: 0.216 0.134 6.775
H: 0.217 2.385 5.326
H: -1.022 1.379 4.862
H: -0.254 1.959 2.336
H: 0.742 3.251 2.918
H: -1.034 3.258 3.552
C: 5.008 -1.233 0.092
C: 5.665 -2.206 -0.902
N: 5.100 -2.068 -2.248
C: 5.915 -2.267 -3.328
C: 6.603 -3.486 -3.244
C: 3.774 -2.731 -2.421
C: 2.900 -1.741 -3.226
H: 5.197 -0.178 -0.189
H: 5.373 -1.145 1.029
H: 3.965 -1.428 0.349
H: 5.391 -3.148 -0.629
H: 6.928 -2.059 -0.952
H: 6.744 -1.586 -3.335
H: 5.230 -2.159 -4.336
H: 6.987 -3.876 -2.424
H: 7.635 -3.354 -3.746
H: 6.227 -4.334 -3.816
H: 3.369 -2.724 -1.520
H: 3.754 -3.832 -2.787
H: 2.637 -0.823 -2.582
H: 1.904 -2.157 -3.533
H: 3.426 -1.344 -4.257
C: -3.492 1.421 -6.901
C: -4.211 1.006 -5.690
N: -3.206 0.540 -4.518
C: -3.661 0.554 -3.232
C: -4.908 0.167 -2.969
C: -2.519 -0.758 -4.892
C: -1.570 -1.251 -3.825
H: -4.017 1.879 -7.768
H: -2.835 0.678 -7.293
H: -2.856 2.326 -6.688
H: -4.917 0.135 -5.943
H: -5.036 1.761 -5.307
H: -4.035 1.403 -3.187
H: -2.929 0.579 -2.522
H: -5.740 0.000 -3.689
H: -5.288 0.534 -1.994
H: -4.947 -0.930 -2.728
H: -2.064 -0.840 -5.900
H: -3.281 -1.487 -5.086
H: -1.228 -2.279 -4.146
H: -2.027 -1.634 -2.915
H: -0.856 -0.550 -3.504
C: -2.859 2.900 -0.073
C: -3.890 4.074 -0.288
N: -3.266 5.241 -0.716
C: -3.938 6.159 -1.469
C: -5.284 6.486 -1.044
C: -2.539 5.977 0.250
C: -1.085 6.155 -0.035
H: -3.696 1.956 0.076
H: -2.101 3.079 0.660
H: -2.434 2.788 -1.072
H: -4.409 4.345 0.698
H: -4.674 3.693 -1.075
H: -4.185 5.561 -2.384
H: -3.371 6.904 -1.880
H: -5.975 5.819 -0.538
H: -5.956 6.685 -1.852
H: -5.249 7.381 -0.477
H: -2.495 5.571 1.116
H: -3.122 6.861 0.765
H: -0.755 5.382 -0.182
H: -0.319 6.566 0.862
H: -1.006 7.028 -0.734
Cl: -0.084 5.687 -4.549
C: -1.355 4.379 -4.417
C: -0.664 3.087 -4.164
Cl: 0.117 2.964 -2.681
H: -1.817 4.306 -5.282
H: -2.111 4.449 -3.613
H: 0.080 2.985 -5.027
H: -1.453 2.263 -4.052
Cl: 2.368 0.716 -0.334
C: 0.558 0.511 -0.374
C: 0.172 -0.585 0.526
Cl: -1.605 -0.952 0.393
H: 0.194 0.187 -1.492
H: 0.008 1.456 -0.175
H: 0.254 -0.443 1.582
H: 0.559 -1.493 0.582

***

No. 3
Entry from the OMol25 dataset: a gas-phase ion, C5H13N2S (charge -2) (ωB97M-V/def2-TZVPD).

Summary:
- ΔE to the lowest compared entry with this formula, charge and spin (kcal per mole) = 5.6
- total charge = -2
- <S²> = 0.7508
- gap between HOMO and LUMO (spin up / spin down) (eV) = 1.823 / 6.044
- multiplicity = 2
- electronic energy (a.u.) = -705.87268

Cartesian coordinates (Å):
N: -0.795 0.403 0.715
C: 0.284 -0.418 0.209
C: 0.250 -1.884 0.784
S: -0.400 -2.091 2.480
C: 0.383 -0.513 -1.305
N: 0.675 0.708 -2.089
C: -0.277 1.826 -1.956
C: 0.220 3.023 -1.168
H: -1.512 -0.226 1.067
H: -0.512 0.882 1.561
H: 1.237 -0.021 0.563
H: -0.384 -2.493 0.134
H: 1.269 -2.280 0.708
H: -0.506 -0.928 -1.711
H: 1.181 -1.163 -1.536
H: 1.627 0.975 -1.874
H: -1.167 1.427 -1.557
H: -0.513 2.118 -2.981
H: 0.028 3.041 -0.093
H: -0.277 3.941 -1.490
H: 1.310 3.096 -1.266

***

No. 4
Entry from the OMol25 dataset: a molecular structure, C6H12O (ωB97M-V/def2-TZVPD).

Summary:
- ΔE to the lowest compared entry with this formula, charge and spin (kcal per mole) = 90.8
- gap between HOMO and LUMO (eV) = 8.965
- multiplicity = 1
- electronic energy (a.u.) = -310.91456

Cartesian coordinates (Å):
C: 2.771 0.085 0.405
C: 1.583 0.692 -0.318
O: 0.399 0.741 0.470
C: -0.053 -0.487 0.883
C: -1.505 -0.325 1.283
C: -1.610 -0.776 -0.137
C: -1.927 0.225 -1.214
H: 2.575 -0.956 0.674
H: 2.980 0.647 1.320
H: 3.654 0.126 -0.241
H: 1.373 0.143 -1.249
H: 1.777 1.734 -0.586
H: -0.330 -1.170 -0.166
H: -1.801 0.710 1.460
H: -1.880 -1.004 2.046
H: -1.984 -1.790 -0.278
H: -1.730 -0.176 -2.213
H: -2.981 0.517 -1.170
H: -1.325 1.128 -1.074

***

No. 5
Entry from the OMol25 dataset: 2 unconnected molecules or ions with the total composition C4H11NO2S (ωB97M-V/def2-TZVPD).

Summary:
- ΔE to the lowest compared entry with this formula, charge and spin (kcal per mole) = 68.4
- SMILES string = CC1(C)CS1(=O)=O.N
- gap between HOMO and LUMO (eV) = 10.573
- multiplicity = 1
- electronic energy (a.u.) = -762.34034

Cartesian coordinates (Å):
C: 0.596 1.427 0.552
C: -0.432 1.163 -0.527
C: -0.052 0.238 -1.629
C: -1.934 1.045 -0.064
S: -1.538 2.462 -1.005
O: -1.935 2.465 -2.415
O: -1.569 3.666 -0.195
H: 0.471 0.686 1.451
H: 0.453 2.460 0.971
H: 1.584 1.260 0.059
H: -0.931 0.341 -2.315
H: 0.090 -0.781 -1.346
H: 0.778 0.491 -2.162
H: -2.050 1.199 0.964
H: -2.435 0.153 -0.482
N: 0.794 -2.047 0.916
H: 0.289 -2.706 1.527
H: 1.719 -2.362 0.804
H: 0.311 -1.836 0.013